[1]
Entry from the Open Molecules 2025 dataset: a cluster of 4 separate species, C2H11NO4 in total at a distorted geometry (ωB97M-V/def2-TZVPD).

Each line ends with the natural charge from an NBO analysis.
Element x y z (Å)
C (-1.1943, -1.7301, -0.0845)  -0.418
N (-0.0862, -0.8030, 0.0335)  -0.626
C (1.0364, -1.2294, 0.6651)  0.531
O (2.0902, -0.5993, 0.5891)  -0.665
H (-2.1598, -1.2189, -0.0437)  0.190
H (-1.1656, -2.5113, 0.6658)  0.213
H (-1.2857, -2.1108, -1.1133)  0.195
H (-0.0119, 0.0066, -0.5933)  0.448
H (1.0810, -2.1916, 1.1867)  0.132
O (-0.2277, 1.5417, -1.5439)  -1.024
H (-0.7621, 1.4364, -2.3439)  0.494
H (0.7409, 1.7478, -1.5284)  0.532
O (2.3769, 1.2815, -1.1007)  -1.003
H (3.1255, 1.8949, -1.2463)  0.485
H (2.3236, 0.8676, -0.2246)  0.516
O (-3.5265, 0.7380, 1.8080)  -0.941
H (-3.1278, 1.5428, 2.1314)  0.473
H (-2.8387, 0.2185, 1.3996)  0.468

Computed properties:
SMILES: CNC=O.O.O.O
total energy: -438.51318 Eh
spin multiplicity: 1
relative energy (zero: lowest compared OMol25 entry of this formula, charge and spin): 116.4 kJ/mol

=====

[2]
Entry from the Open Molecules 2025 dataset: the molecule C2H3ClIN at a distorted geometry (ωB97M-V/def2-TZVPD).

Each line ends with the natural charge from an NBO analysis.
Element x y z (Å)
C (-0.5031, -1.0000, 0.4883)  0.032
C (0.5469, 1.0811, -0.3781)  -0.472
N (-0.0838, 0.1017, 0.5533)  -0.310
Cl (-1.2404, -1.8499, 2.2870)  -0.141
I (-0.8805, -2.2889, -1.0213)  0.176
H (0.0036, 1.1642, -1.4906)  0.241
H (1.6243, 0.7144, -0.5924)  0.235
H (0.5331, 2.0774, 0.1537)  0.239

Computed properties:
total energy: -890.44567 Eh
spin multiplicity: 3
relative energy (zero: lowest compared OMol25 entry of this formula, charge and spin): 92.5 kJ/mol
expectation value of S²: 2.01

=====

[3]
Entry from the Open Molecules 2025 dataset: the molecule C3H4N4O at a distorted geometry (ωB97M-V/def2-TZVPD).

Each line ends with the natural charge from an NBO analysis.
Element x y z (Å)
H (-2.5733, -1.1511, 0.2876)  0.320
N (-1.5253, -1.3979, 0.0257)  -0.612
C (-1.0127, -0.2088, -0.3314)  0.313
N (-1.5632, 0.9826, -0.0930)  -0.818
C (0.3359, 0.0000, -0.3787)  0.419
N (0.9314, 1.1893, -0.1454)  -0.276
N (2.3683, 0.6816, -0.0418)  -0.307
C (2.3862, -0.6342, -0.0032)  0.261
O (1.0383, -1.1218, -0.2964)  -0.402
H (-1.0707, 1.9002, 0.2140)  0.434
H (-2.5413, 1.2541, 0.2510)  0.401
H (3.2263, -1.4941, 0.5116)  0.267

Computed properties:
SMILES: [H]/N=C(\N)c1nnco1
total energy: -410.83978 Eh
spin multiplicity: 1
relative energy (zero: lowest compared OMol25 entry of this formula, charge and spin): 429.3 kJ/mol

=====

[4]
Entry from the Open Molecules 2025 dataset: a cluster of 7 separate species, C4H19N2O6 in total at a distorted geometry (ωB97M-V/def2-TZVPD).

Each line ends with the natural charge from an NBO analysis.
Element x y z (Å)
C (0.7287, -1.5503, -2.3587)  -0.729
C (1.6357, -1.0762, -1.3270)  0.397
C (2.5249, -1.3655, -0.2858)  0.194
N (2.9517, -0.2179, 0.2812)  -0.464
C (2.4317, 0.8498, -0.3777)  0.408
N (1.6045, 0.3829, -1.3200)  -0.492
H (0.7402, -0.8367, -3.2122)  0.300
H (-0.3067, -1.5193, -1.8728)  0.381
H (0.7020, -2.5576, -2.7612)  0.321
H (2.6473, -2.3528, 0.1303)  0.314
H (3.6383, -0.1687, 1.0374)  0.499
H (2.5644, 1.9003, -0.2051)  0.292
H (0.9964, 0.9346, -1.9538)  0.521
H (-1.5832, 1.1171, -2.1530)  0.525
H (-1.0224, 2.5815, -2.4292)  0.506
O (-0.7935, 1.6517, -2.3475)  -1.018
H (-1.8340, 0.4708, 1.0253)  0.506
H (-2.6534, -0.7111, 1.7829)  0.496
O (-2.4263, -0.2872, 0.9500)  -0.999
H (-3.0019, -0.6254, -1.0123)  0.522
H (-3.3376, -0.2634, -2.5092)  0.500
O (-2.6344, -0.4869, -1.8923)  -0.999
H (-0.9234, 3.0663, 1.7142)  0.476
H (-2.0808, 2.6140, 2.6025)  0.498
O (-1.5530, 2.3396, 1.8396)  -0.967
H (0.4564, -2.4204, 2.8700)  0.495
H (-0.2789, -1.3828, 2.0207)  0.497
O (0.4331, -2.0301, 1.9903)  -0.984
H (0.6020, 1.0855, 2.7706)  0.471
H (-0.3536, 0.5380, 3.9050)  0.499
O (0.1259, 0.3203, 3.0978)  -0.966

Computed properties:
total charge: +2
total energy: -724.07804 Eh
spin multiplicity: 2
expectation value of S²: 0.76

=====

[5]
Entry from the Open Molecules 2025 dataset: a cluster of 2 separate species, C4H7N2O3 in total at a distorted geometry (ωB97M-V/def2-TZVPD).

Each line ends with the natural charge from an NBO analysis.
Element x y z (Å)
C (0.1149, -0.6487, 0.8821)  0.413
C (-1.2054, 2.1354, -2.0664)  0.141
C (-1.4437, 2.2961, -0.8122)  0.104
C (1.5766, -2.5751, 0.2560)  -0.497
N (-1.8434, 2.3409, 0.3921)  0.335
N (0.8145, -1.5134, 0.6862)  -0.261
O (-0.1683, 2.3837, -2.8693)  -0.614
O (-1.6441, 1.3052, 1.1858)  -0.581
O (-2.4551, 3.4052, 1.0287)  -0.471
H (-0.5543, 0.3795, 1.0257)  0.346
H (-1.9153, 1.8466, -2.8458)  0.241
H (2.1831, -2.9504, 1.1676)  0.276
H (1.0184, -3.5899, -0.1215)  0.287
H (2.1535, -2.2626, -0.6407)  0.270
H (0.3026, 3.0850, -2.5071)  0.489
H (-2.5492, 3.1357, 2.0012)  0.522

Computed properties:
total charge: +1
total energy: -491.32923 Eh
spin multiplicity: 1
relative energy (zero: lowest compared OMol25 entry of this formula, charge and spin): 741.5 kJ/mol

=====

[6]
Entry from the Open Molecules 2025 dataset: a cluster of 2 separate species, C12H26BCl2INO5P2 in total at a distorted geometry (ωB97M-V/def2-TZVPD).

Each line ends with the natural charge from an NBO analysis.
Element x y z (Å)
C (0.4685, -4.6878, 2.8564)  -0.456
C (0.1240, -3.4081, 3.0374)  -0.138
C (-0.9594, -2.5647, 2.3983)  -0.685
B (-1.0903, -2.5970, 0.7446)  -0.038
C (0.4490, -2.4357, 0.1433)  -0.672
C (0.7003, -1.6414, -1.1424)  -0.229
C (2.0972, -0.9915, -1.0848)  -0.633
I (0.7873, -2.8682, -2.9269)  0.000
C (-2.1893, -1.6038, 0.0600)  -0.147
Cl (-2.5707, -2.0139, -1.6175)  -0.058
C (-2.8623, -0.5583, 0.5504)  -0.086
C (-2.7224, -0.0440, 1.9602)  -0.645
Cl (-4.0236, 0.3672, -0.3972)  -0.079
P (-1.7985, -4.4501, 0.4086)  0.929
N (-3.5437, -4.2953, 0.3840)  -1.163
O (-1.3363, -4.9389, -1.1336)  -0.991
H (-0.2179, -5.4173, 2.4541)  0.211
H (1.4910, -4.9789, 3.0782)  0.177
H (0.7052, -2.8948, 3.8065)  0.169
H (-1.9290, -2.8242, 2.8452)  0.218
H (-0.7073, -1.5389, 2.6765)  0.203
H (0.8805, -3.4345, 0.0314)  0.226
H (1.0628, -1.9431, 0.9070)  0.204
H (0.0015, -0.8255, -1.3161)  0.207
H (2.1945, -0.4078, -0.1683)  0.201
H (2.3101, -0.4078, -1.9794)  0.214
H (2.8358, -1.7967, -1.0610)  0.198
H (-1.7436, 0.3956, 2.1529)  0.213
H (-2.9163, -0.8257, 2.6896)  0.230
H (-3.4653, 0.7340, 2.1342)  0.214
H (-3.8534, -4.3198, -0.5851)  0.371
H (-3.9348, -5.1066, 0.8442)  0.361
H (-1.1967, -5.8854, -1.0744)  0.476
C (2.0872, 5.9945, -2.9881)  -0.258
O (1.1685, 5.2970, -2.1298)  -0.790
P (1.7323, 4.0817, -1.2516)  2.534
O (2.1530, 2.9688, -2.1048)  -1.088
O (0.3860, 3.8240, -0.4376)  -0.822
C (-0.7394, 3.2522, -1.1161)  -0.258
O (2.6582, 4.2041, 0.0406)  -0.770
C (3.2921, 5.4485, 0.3684)  -0.255
H (1.5930, 6.9032, -3.3216)  0.193
H (3.0020, 6.2670, -2.4601)  0.170
H (2.3330, 5.3736, -3.8489)  0.203
H (-0.4255, 2.6248, -1.9497)  0.205
H (-1.3939, 4.0464, -1.4770)  0.173
H (-1.2849, 2.6438, -0.3988)  0.206
H (2.5534, 6.2359, 0.5292)  0.183
H (3.9881, 5.7496, -0.4175)  0.172
H (3.8502, 5.2936, 1.2872)  0.202

Computed properties:
total charge: -1
total energy: -2829.54385 Eh
spin multiplicity: 1

=====

[7]
Entry from the Open Molecules 2025 dataset: the molecule C2H2N2O at a distorted geometry (ωB97M-V/def2-TZVPD).

Each line ends with the natural charge from an NBO analysis.
Element x y z (Å)
N (-2.1899, -0.4543, 0.0434)  -0.266
C (-1.1338, 0.0224, -0.0271)  0.217
C (0.0780, 0.9215, -0.0268)  -0.059
N (1.2804, 0.5435, 0.0824)  -0.061
O (1.3081, -0.8961, -0.0882)  -0.572
H (-0.0308, 2.0599, -0.1484)  0.249
H (2.2680, -1.1787, 0.2968)  0.491

Computed properties:
SMILES: N#C/C=N\O
total energy: -262.06104 Eh
spin multiplicity: 1
relative energy (zero: lowest compared OMol25 entry of this formula, charge and spin): 270.1 kJ/mol

=====

[8]
Entry from the Open Molecules 2025 dataset: the molecule C5H5FOS at a distorted geometry (ωB97M-V/def2-TZVPD).

Each line ends with the natural charge from an NBO analysis.
Element x y z (Å)
F (-0.8907, -1.5016, 2.0194)  -0.345
C (-0.1477, -0.7553, 1.0335)  0.429
C (1.0112, -0.8758, 0.5824)  -0.349
C (1.2667, 0.4002, -0.3230)  -0.056
O (0.4845, 0.3773, -1.4767)  -0.502
C (-0.8341, 0.1167, -1.0711)  -0.098
C (-0.8825, 0.5355, 0.3658)  -0.425
S (0.4527, 1.7603, 0.4630)  0.225
H (1.8881, -1.5811, 0.9975)  0.253
H (2.2743, 0.5917, -0.4636)  0.223
H (-1.5010, 0.9211, -1.6544)  0.192
H (-1.3378, -0.8879, -1.2038)  0.203
H (-1.7838, 0.8988, 0.7309)  0.250

Computed properties:
SMILES: FC1=C[C@H]2OC[C@@H]1S2
total energy: -766.69655 Eh
spin multiplicity: 1
relative energy (zero: lowest compared OMol25 entry of this formula, charge and spin): 296.3 kJ/mol